Computed, not measured: a cluster of 15 separate species, C33H78N9O27 in total, with the ωB97M-V functional and the def2-TZVPD basis.

Structure (ORCA input):
```
! RIJCOSX wB97M-V def2-TZVPD def2/J DEFGRID3
* xyz 3 1
C -9.449 3.320 0.827
C -9.697 1.903 0.270
O -8.756 1.134 -0.001
N -11.145 1.618 -0.089
H -11.723 1.569 0.737
H -11.654 2.398 -0.481
C -11.248 0.392 -1.066
H -10.035 3.578 1.709
H -9.842 4.079 0.151
H -8.409 3.551 1.055
H -10.614 0.637 -1.918
H -12.288 0.322 -1.386
H -10.896 -0.510 -0.566
C 4.842 -4.643 4.170
C 4.055 -3.369 3.854
O 3.310 -3.162 2.879
N 4.130 -2.191 4.915
H 3.590 -2.583 5.673
H 5.066 -2.064 5.272
C 3.535 -0.805 4.489
H 5.888 -4.366 4.303
H 4.777 -5.372 3.363
H 4.512 -5.172 5.064
H 3.804 -0.715 3.437
H 3.927 -0.031 5.149
H 2.497 -1.049 4.716
C -1.747 4.706 -0.756
C -1.358 6.099 -0.450
O -1.736 7.071 -1.112
N -0.303 6.244 0.687
H -0.376 7.187 1.043
H -0.565 5.721 1.510
C 1.048 5.814 0.185
H -2.185 4.221 0.117
H -0.894 4.153 -1.149
H -2.396 4.608 -1.626
H 0.875 4.772 -0.085
H 1.759 5.906 1.007
H 1.332 6.400 -0.689
C 8.927 -4.659 -3.993
C 7.846 -5.680 -3.905
O 7.682 -6.606 -4.659
N 6.946 -5.503 -2.694
H 7.057 -6.289 -2.069
H 7.227 -4.594 -2.357
C 5.469 -5.445 -3.186
H 9.721 -4.592 -3.249
H 8.534 -3.652 -4.135
H 9.504 -4.905 -4.885
H 5.012 -4.987 -2.309
H 5.070 -6.426 -3.443
H 5.371 -4.760 -4.029
C -9.088 2.400 9.141
C -8.062 1.617 8.470
O -7.142 1.078 9.117
N -8.060 1.663 6.948
H -8.458 0.845 6.507
H -8.650 2.440 6.688
C -6.641 1.844 6.253
H -10.046 2.323 8.628
H -8.751 3.430 9.252
H -9.230 1.934 10.117
H -6.049 2.648 6.691
H -6.883 1.950 5.196
H -6.149 0.877 6.352
C 7.311 0.614 -6.451
C 6.163 -0.357 -6.549
O 6.271 -1.464 -7.053
N 4.916 -0.116 -5.689
H 5.055 -0.533 -4.780
H 4.677 0.863 -5.629
C 3.698 -0.713 -6.391
H 7.075 1.675 -6.534
H 8.014 0.303 -7.224
H 7.810 0.558 -5.484
H 3.761 -1.791 -6.541
H 3.531 -0.134 -7.299
H 2.922 -0.517 -5.650
C -6.123 -3.382 -3.369
C -6.600 -4.036 -2.048
O -7.351 -3.482 -1.218
N -6.074 -5.420 -1.777
H -6.102 -5.997 -2.605
H -5.067 -5.350 -1.748
C -6.632 -6.180 -0.517
H -5.099 -3.666 -3.608
H -6.226 -2.297 -3.346
H -6.690 -3.729 -4.232
H -7.715 -6.135 -0.411
H -5.984 -5.784 0.265
H -6.460 -7.251 -0.617
C 6.643 4.322 -0.511
C 6.976 4.350 0.964
O 6.130 4.182 1.882
N 8.374 4.858 1.348
H 8.886 4.800 0.480
H 8.353 5.828 1.627
C 9.053 4.034 2.411
H 7.327 3.764 -1.151
H 6.470 5.330 -0.889
H 5.694 3.790 -0.573
H 9.882 4.630 2.793
H 9.533 3.284 1.782
H 8.341 3.723 3.176
C 0.892 -0.338 -0.552
C -0.224 -0.015 0.432
O -0.025 0.845 1.247
N -1.415 -0.953 0.437
H -1.399 -1.491 -0.418
H -1.291 -1.730 1.070
C -2.776 -0.329 0.956
H 1.681 0.399 -0.402
H 0.728 -0.318 -1.629
H 1.345 -1.313 -0.374
H -3.051 0.540 0.359
H -2.762 -0.046 2.008
H -3.436 -1.197 0.947
O -1.138 1.361 -6.272
C -2.149 1.048 -5.460
O -1.931 0.860 -4.261
O -3.249 0.976 -5.980
H -0.511 1.571 -5.575
O -1.183 2.971 5.832
C -1.167 3.908 4.927
O -2.109 4.012 4.081
O -0.201 4.709 4.952
H -0.351 3.334 6.143
O 6.773 -0.293 0.764
C 6.921 -1.235 -0.181
O 7.756 -2.169 -0.062
O 6.260 -1.272 -1.204
H 7.338 -0.634 1.461
O -0.390 -6.622 -3.074
C -0.446 -5.303 -2.865
O -1.300 -4.930 -2.112
O 0.347 -4.499 -3.350
H -1.178 -6.922 -2.615
O 2.614 5.846 -5.446
C 3.232 4.709 -5.398
O 4.236 4.624 -6.075
O 2.776 3.736 -4.699
H 3.146 6.203 -6.161
O -3.544 -3.338 4.715
C -2.864 -4.326 4.253
O -3.327 -5.483 4.355
O -1.829 -4.051 3.645
H -4.333 -3.736 5.089
*
```

The value obtained for the energy is -104137.934 eV. As for the LUMO energy: -0.2504 Ha. For the energy above the lowest of the compared OMol25 structures with the same formula, charge and spin, the calculation gives 1336.21 kJ/mol.